1.
Molecular formula: C37H58AsCl2CsN8O4PS2Si2
Method: DFT, the ωB97M-V functional and the def2-TZVPD basis

Geometry (Å):
Cs (-0.00876, -0.47105, -0.21353)
O (3.13752, -2.34971, -6.10019)
C (2.05945, -1.97624, -5.34081)
O (0.96823, -2.32732, -5.67138)
C (2.37050, -1.15968, -4.15798)
C (3.58551, -0.60937, -3.78663)
N (3.37709, 0.03929, -2.63314)
N (2.10518, -0.05618, -2.21802)
C (1.47152, -0.76865, -3.12574)
C (-0.05725, -0.88806, -3.04214)
O (-0.65474, -0.06449, -3.74673)
O (-0.52559, -1.69615, -2.21623)
H (3.95689, -2.05587, -5.69359)
H (4.56255, -0.62553, -4.24440)
H (4.04115, 0.55463, -2.08316)
N (3.40882, -0.97539, 2.47292)
P (3.41893, -0.77997, 0.76252)
C (5.24336, -0.93983, 0.50740)
C (5.95013, -2.09807, 0.84000)
C (7.31349, -2.17749, 0.61331)
C (7.99280, -1.10868, 0.04026)
C (7.29970, 0.04047, -0.30722)
C (5.93499, 0.12356, -0.06612)
C (3.01475, -2.49915, 0.27404)
C (3.42183, -2.96377, -0.98056)
C (3.12249, -4.25149, -1.38193)
C (2.40977, -5.09295, -0.53585)
C (1.96308, -4.62546, 0.68751)
C (2.26546, -3.33122, 1.09383)
C (2.54230, -0.24045, 3.24774)
C (2.49611, -0.35491, 4.64345)
C (1.59434, 0.42824, 5.33233)
C (0.78733, 1.31957, 4.63066)
C (0.91561, 1.36549, 3.25439)
N (1.75342, 0.59075, 2.57006)
H (4.02030, -1.62739, 2.93621)
H (5.42081, -2.94820, 1.25512)
H (7.85074, -3.08285, 0.86842)
H (9.05960, -1.17236, -0.13199)
H (7.82183, 0.86965, -0.76870)
H (5.39239, 1.03354, -0.30518)
H (3.99317, -2.31178, -1.63116)
H (3.44721, -4.60029, -2.35483)
H (2.18174, -6.10734, -0.83535)
H (1.37279, -5.26389, 1.32836)
H (1.90393, -2.97336, 2.05052)
H (3.15517, -1.04332, 5.15695)
H (1.52666, 0.35800, 6.41033)
H (0.08447, 1.96303, 5.14229)
H (0.33280, 2.06068, 2.65929)
C (-3.84802, -0.67857, -3.18003)
N (-3.71261, -1.32975, -1.89420)
C (-4.33163, -0.94100, -0.76291)
S (-5.36690, 0.39326, -0.70780)
N (-4.09057, -1.70501, 0.32221)
C (-4.62533, -1.44639, 1.63625)
H (-4.52540, -1.24153, -3.83012)
H (-2.86924, -0.61122, -3.65263)
H (-4.26276, 0.31432, -3.03028)
H (-3.01910, -2.06676, -1.84465)
H (-3.31505, -2.37457, 0.29850)
H (-5.10070, -0.46984, 1.64918)
H (-3.81328, -1.48343, 2.36824)
H (-5.36680, -2.20197, 1.91175)
Cl (-2.24508, 1.19468, 1.70064)
C (-2.86534, 1.33814, 3.35048)
Cl (-4.52310, 1.95956, 3.37923)
H (-2.23855, 2.03419, 3.89408)
H (-2.86049, 0.35188, 3.79919)
C (-1.91471, 4.44213, 0.07125)
N (-1.74266, 3.81144, -1.22329)
C (-2.78034, 2.82923, -1.53719)
C (-0.49227, 3.69030, -1.77283)
S (0.91432, 3.92339, -0.88103)
N (-0.46017, 3.41473, -3.09850)
C (-1.58460, 3.64432, -3.98342)
C (0.68902, 2.80568, -3.74952)
H (-2.93054, 4.83992, 0.12884)
H (-1.20141, 5.25187, 0.18109)
H (-1.76067, 3.73536, 0.89267)
H (-3.03085, 2.24738, -0.64727)
H (-2.43938, 2.12874, -2.29499)
H (-3.69335, 3.31903, -1.88510)
H (-2.33457, 4.26054, -3.49577)
H (-2.03701, 2.70710, -4.31914)
H (-1.21926, 4.17922, -4.86426)
H (1.53009, 2.80040, -3.06631)
H (0.95402, 3.38439, -4.63911)
H (0.44783, 1.78014, -4.04072)
C (-3.21264, -4.48640, 3.73025)
Si (-1.50556, -4.53080, 2.86488)
C (-0.37290, -3.54660, 4.05992)
C (-0.96317, -6.34932, 3.10864)
As (-1.30428, -3.57594, 0.78948)
Si (-2.09629, -5.32602, -0.45868)
C (-3.71205, -6.09964, 0.20618)
C (-2.47633, -4.76193, -2.23197)
C (-0.91326, -6.81566, -0.65670)
H (-3.19739, -4.99252, 4.69985)
H (-3.96900, -4.97424, 3.10936)
H (-3.54052, -3.45634, 3.89392)
H (-0.73240, -3.57352, 5.09192)
H (-0.31959, -2.49687, 3.75142)
H (0.64676, -3.94401, 4.05304)
H (-0.98210, -6.64532, 4.16049)
H (0.05094, -6.51797, 2.73549)
H (-1.62581, -7.02313, 2.55879)
H (-4.46865, -5.32871, 0.37318)
H (-3.52907, -6.59476, 1.16427)
H (-4.13005, -6.84045, -0.48125)
H (-3.48623, -4.35036, -2.30959)
H (-2.39373, -5.58581, -2.94469)
H (-1.76690, -3.98762, -2.53995)
H (-0.47062, -7.10094, 0.30155)
H (-0.09691, -6.55030, -1.33291)
H (-1.41792, -7.69443, -1.06723)

total charge = -1
HOMO = -3.79 eV
E = -192573.1209 eV
HOMO-LUMO gap = 5.37 eV

2.
Molecular formula: C37H59BrCl2FNO15S6
Method: DFT, the ωB97M-V functional and the def2-TZVPD basis

Geometry (Å):
C (3.68935, -1.25621, -0.48608)
C (2.60845, -0.20940, -0.85700)
Cl (2.86768, 1.37298, -0.05610)
C (1.14972, -0.74523, -0.71307)
C (0.27774, -0.06634, 0.33923)
C (-0.88849, 0.53297, -0.12986)
O (-1.22545, 0.55389, -1.44908)
C (-1.70783, 1.11605, 0.78488)
C (-1.38103, 1.15943, 2.13865)
C (-0.24952, 0.58955, 2.62603)
C (0.05266, 0.67010, 4.10672)
C (-1.02288, -0.14263, 4.89100)
F (-0.37257, -1.05961, 5.70859)
C (0.56010, -0.04524, 1.68328)
Br (2.13074, -0.88967, 2.35765)
C (-2.53143, 1.90442, 2.82440)
O (-2.52861, 2.61834, 3.79252)
N (-3.63982, 1.60682, 1.94550)
C (-4.17790, 0.26934, 2.18215)
C (-5.48288, -0.02149, 1.41743)
C (-5.26047, -0.92015, 0.16630)
C (-4.79751, -2.33349, 0.51393)
S (-4.15087, -3.25186, -0.88448)
O (-5.18733, -3.45620, -1.84163)
O (-3.58422, -4.45569, -0.36908)
Cl (-2.66035, -2.09374, -1.67219)
C (-3.05007, 1.81710, 0.64093)
O (-3.54134, 2.42715, -0.27690)
H (4.36074, -0.89348, 0.28967)
H (4.27173, -1.54263, -1.36754)
H (3.20933, -2.17320, -0.15867)
H (2.75640, -0.03568, -1.92089)
H (0.65912, -0.61625, -1.67596)
H (1.11379, -1.81740, -0.49938)
H (-1.09303, 1.49062, -1.72951)
H (-0.09310, 1.71382, 4.39498)
H (1.05885, 0.36544, 4.36692)
H (-1.62678, 0.52916, 5.49876)
H (-1.61680, -0.71326, 4.17465)
H (-3.46547, -0.54718, 1.98016)
H (-4.40060, 0.21028, 3.25116)
H (-5.99789, 0.89447, 1.13248)
H (-6.12999, -0.58330, 2.08703)
H (-4.60355, -0.42055, -0.55382)
H (-6.22426, -1.03106, -0.32495)
H (-5.65377, -2.92362, 0.84987)
H (-4.05754, -2.36890, 1.31520)
O (5.98223, 0.21142, -3.02741)
S (6.85210, -0.85289, -2.59908)
O (6.34044, -2.08671, -2.06066)
C (7.98983, -1.23147, -3.92855)
C (9.16968, -0.29356, -3.69363)
C (9.43365, -0.32499, -2.18278)
C (8.08016, -0.17702, -1.47621)
H (7.49767, -1.07689, -4.88603)
H (8.28791, -2.27440, -3.82244)
H (10.04474, -0.60252, -4.26410)
H (8.90675, 0.72085, -4.00179)
H (9.88737, -1.28139, -1.91336)
H (10.12279, 0.46094, -1.87678)
H (8.04707, -0.72888, -0.54011)
H (7.83043, 0.86759, -1.30013)
O (2.54220, 3.28909, 4.64718)
S (3.46154, 3.64719, 3.59575)
O (4.51644, 2.76015, 3.18014)
C (2.51981, 4.16310, 2.16569)
C (2.30842, 5.65906, 2.36996)
C (3.65255, 6.20757, 2.86555)
C (4.15446, 5.26475, 3.96620)
H (1.59153, 3.59711, 2.11568)
H (3.12607, 3.96759, 1.28143)
H (1.98670, 6.14483, 1.44978)
H (1.53937, 5.82731, 3.12750)
H (4.36646, 6.22207, 2.03907)
H (3.56048, 7.22823, 3.23559)
H (5.23906, 5.19108, 3.97787)
H (3.79299, 5.56523, 4.94804)
O (5.44667, -5.20258, 1.69592)
S (5.25531, -5.18634, 0.26834)
O (4.49481, -4.15436, -0.38211)
C (6.85413, -5.31874, -0.52220)
C (7.08480, -6.82085, -0.65939)
C (5.74637, -7.40847, -1.12495)
C (4.64657, -6.79663, -0.24847)
H (7.60433, -4.81858, 0.08583)
H (6.77968, -4.83720, -1.49744)
H (7.88863, -7.03871, -1.36187)
H (7.35806, -7.24659, 0.30896)
H (5.57592, -7.14046, -2.16987)
H (5.73871, -8.49600, -1.06121)
H (3.71580, -6.66523, -0.79450)
H (4.46992, -7.38892, 0.64747)
O (-9.77017, 0.43606, 1.57093)
S (-9.39083, -0.86057, 1.07534)
O (-8.00747, -1.27063, 1.01605)
C (-10.33739, -2.10505, 1.94412)
C (-11.60668, -2.26160, 1.11314)
C (-11.14904, -2.27066, -0.35109)
C (-10.15743, -1.11443, -0.52909)
H (-10.52377, -1.77592, 2.96383)
H (-9.75181, -3.02435, 1.94712)
H (-12.14443, -3.17173, 1.37468)
H (-12.27316, -1.41383, 1.28709)
H (-10.65304, -3.21818, -0.57128)
H (-11.98924, -2.17480, -1.03728)
H (-9.38562, -1.34782, -1.25895)
H (-10.66183, -0.19051, -0.80586)
O (-0.88584, 2.91233, -2.51215)
S (-1.25867, 4.30616, -2.63791)
O (-0.78366, 5.29689, -1.71069)
C (-0.89612, 4.83218, -4.30571)
C (-2.16867, 4.51339, -5.08404)
C (-3.33161, 4.94642, -4.18109)
C (-3.04373, 4.40961, -2.77277)
H (-0.01831, 4.30625, -4.67500)
H (-0.70667, 5.90460, -4.27692)
H (-2.18710, 5.02718, -6.04409)
H (-2.23010, 3.43950, -5.27454)
H (-3.38686, 6.03693, -4.15622)
H (-4.28758, 4.57939, -4.55126)
H (-3.41851, 5.07076, -1.99616)
H (-3.44831, 3.40924, -2.63098)

HOMO = -8.65 eV
E = -234342.4941 eV
HOMO-LUMO gap = 9.06 eV
structure (SMILES) = C[C@H](Cl)Cc1c(O)c2c(c(CCF)c1Br)C(=O)N(CCCCS(=O)(=O)Cl)C2=O.O=S1(=O)CCCC1.O=S1(=O)CCCC1.O=S1(=O)CCCC1.O=S1(=O)CCCC1.O=S1(=O)CCCC1